14 unconnected molecules or ions with the total composition C72H137N9O22 at a distorted geometry, computed with ωB97M-V with the def2-TZVPD basis set.

The geometry in ORCA input format:
```
! RIJCOSX wB97M-V def2-TZVPD def2/J DEFGRID3
* xyz 2 1
C 5.417 7.589 0.617
N 4.738 6.458 1.201
C 5.416 5.372 1.603
C 4.775 4.285 2.170
C 3.399 4.379 2.481
C 2.744 5.508 1.992
C 3.395 6.509 1.377
C 2.728 3.351 3.292
C 3.317 2.125 3.634
C 2.480 1.020 4.048
N 1.255 1.343 4.439
C 0.686 2.531 4.251
C 1.355 3.527 3.613
C 0.297 0.301 4.925
H 6.476 7.387 0.685
H 5.272 8.498 1.193
H 5.201 7.777 -0.394
H 6.501 5.473 1.423
H 5.382 3.536 2.671
H 1.646 5.630 2.069
H 2.889 7.440 1.091
H 4.363 1.861 3.436
H 2.838 0.052 4.226
H -0.352 2.741 4.594
H 0.810 4.393 3.381
H -0.467 0.814 5.473
H 0.680 -0.482 5.619
H -0.084 -0.141 4.042
C 0.224 -5.819 -7.191
N 0.447 -6.398 -5.866
C -0.101 -5.818 -4.793
C 0.252 -6.242 -3.533
C 1.252 -7.179 -3.388
C 1.861 -7.724 -4.546
C 1.434 -7.329 -5.780
C 1.863 -7.396 -2.020
C 1.615 -8.628 -1.441
C 1.887 -8.784 -0.088
N 2.519 -7.766 0.598
C 2.713 -6.565 0.019
C 2.397 -6.366 -1.291
C 2.710 -7.858 2.044
H -0.689 -5.314 -7.122
H 0.197 -6.467 -8.049
H 1.055 -5.076 -7.398
H -0.806 -4.983 -4.931
H -0.268 -5.825 -2.659
H 2.734 -8.369 -4.489
H 1.992 -7.590 -6.648
H 1.191 -9.478 -1.947
H 1.611 -9.675 0.480
H 3.064 -5.796 0.613
H 2.579 -5.384 -1.674
H 1.755 -7.445 2.486
H 3.493 -7.172 2.377
H 3.011 -8.890 2.350
C 6.332 -4.812 -2.146
C 6.379 -3.406 -1.420
N 5.532 -2.312 -2.044
C 4.103 -2.592 -1.849
C 5.870 -1.001 -1.420
C 5.591 -1.054 0.047
C 5.860 -2.277 -3.475
C 5.052 -1.175 -4.252
O 5.435 0.193 -3.931
C 4.751 1.103 -4.797
H 6.903 -4.698 -3.032
H 5.359 -5.257 -2.303
H 6.905 -5.486 -1.470
H 7.422 -3.017 -1.593
H 6.085 -3.530 -0.392
H 3.709 -3.329 -2.612
H 3.566 -1.664 -2.033
H 3.865 -2.891 -0.813
H 5.206 -0.245 -1.872
H 6.903 -0.772 -1.632
H 4.660 -1.404 0.337
H 5.679 0.023 0.444
H 6.258 -1.648 0.672
H 5.726 -3.251 -3.932
H 6.844 -1.947 -3.607
H 3.986 -1.329 -3.953
H 5.112 -1.398 -5.314
H 4.918 0.959 -5.867
H 5.033 2.106 -4.516
H 3.662 0.962 -4.673
C -7.838 4.306 0.043
C -6.381 4.019 -0.233
N -5.392 4.865 0.524
C -4.118 4.117 0.316
C -5.262 6.325 0.063
C -4.510 6.656 -1.198
C -5.851 4.729 1.930
C -4.800 5.297 2.909
O -4.332 4.184 3.719
C -3.097 4.357 4.240
H -8.169 4.094 1.063
H -8.417 3.677 -0.647
H -8.117 5.328 -0.100
H -6.180 4.278 -1.270
H -5.999 3.018 -0.045
H -4.343 3.145 0.771
H -3.272 4.644 0.880
H -3.925 4.122 -0.792
H -4.849 6.787 0.931
H -6.227 6.684 -0.131
H -4.759 7.690 -1.407
H -4.979 6.130 -2.024
H -3.451 6.435 -1.103
H -6.006 3.687 2.196
H -6.836 5.241 2.104
H -5.243 6.010 3.631
H -4.003 5.790 2.352
H -3.053 5.029 5.093
H -2.385 4.727 3.471
H -2.766 3.379 4.642
C -1.673 2.653 1.215
O -0.620 1.683 1.428
C 0.482 1.871 0.694
C 1.451 0.700 1.081
N 1.427 -0.480 0.189
H 1.964 -0.132 -0.616
H 1.988 -1.256 0.671
C 0.076 -0.989 -0.205
C 0.035 -2.211 -1.091
O 0.727 -1.810 -2.168
C 0.777 -2.786 -3.223
H -1.256 3.686 1.303
H -2.428 2.528 1.981
H -2.112 2.593 0.240
H 0.965 2.779 0.973
H 0.408 1.918 -0.371
H 1.215 0.207 2.071
H 2.429 1.096 1.097
H -0.412 -0.171 -0.779
H -0.607 -1.101 0.629
H -0.995 -2.538 -1.244
H 0.531 -3.075 -0.548
H -0.274 -3.101 -3.497
H 1.337 -3.669 -2.950
H 1.225 -2.268 -4.064
C 0.481 0.403 -5.631
O -0.242 1.297 -4.839
C -0.034 1.254 -3.369
C -1.198 2.041 -2.859
N -2.484 1.474 -3.235
H -2.394 1.121 -4.178
H -2.826 0.176 -2.129
C -3.484 2.552 -3.312
C -4.792 2.009 -3.826
O -4.523 1.412 -5.046
C -5.612 0.825 -5.746
H 0.228 -0.631 -5.379
H 1.536 0.615 -5.470
H 0.273 0.618 -6.644
H 0.935 1.697 -3.196
H 0.057 0.202 -3.095
H -1.081 3.049 -3.357
H -1.097 2.176 -1.797
H -3.172 3.419 -3.940
H -3.608 2.916 -2.273
H -5.569 2.839 -3.942
H -5.168 1.331 -3.035
H -6.470 1.537 -5.911
H -6.022 -0.002 -5.194
H -5.222 0.487 -6.758
C -2.334 3.069 8.017
O -2.579 1.915 7.184
C -3.859 1.425 7.344
C -4.036 0.122 6.654
N -3.924 0.268 5.221
H -2.967 0.442 4.875
H -3.113 -1.960 4.965
C -4.936 1.060 4.590
C -4.927 0.989 3.109
O -6.009 1.610 2.481
C -7.076 0.696 2.465
H -2.867 2.954 8.961
H -2.688 4.012 7.514
H -1.196 3.061 8.129
H -4.617 2.119 6.952
H -4.056 1.207 8.436
H -5.030 -0.299 6.858
H -3.334 -0.708 7.031
H -4.949 2.187 4.807
H -5.894 0.716 4.919
H -4.785 0.003 2.743
H -4.064 1.611 2.704
H -7.082 0.181 1.453
H -8.087 1.132 2.786
H -6.920 -0.090 3.192
C -3.478 -1.234 0.638
C -3.592 -0.333 -0.520
O -4.378 0.614 -0.422
O -2.792 -0.585 -1.517
H -4.495 -1.492 0.927
H -2.897 -0.583 1.361
H -2.861 -2.172 0.501
C -1.368 -7.114 1.169
C -0.241 -6.214 0.793
O 0.654 -5.946 1.703
O -0.193 -5.854 -0.363
H -0.891 -8.109 1.252
H -2.182 -7.180 0.394
H -1.794 -6.968 2.154
C -0.212 7.894 1.904
C -1.031 6.578 1.927
O -2.198 6.636 1.559
O -0.440 5.512 2.213
H 0.470 8.021 2.801
H -0.949 8.639 1.965
H 0.197 7.889 0.909
C 3.088 -4.199 3.224
C 3.085 -3.326 2.013
O 3.651 -3.776 0.984
O 2.350 -2.278 2.006
H 2.924 -5.239 2.868
H 2.329 -3.989 3.962
H 4.052 -4.106 3.694
C 4.704 -4.916 -5.737
C 3.432 -4.589 -4.883
O 3.478 -5.083 -3.720
O 2.490 -4.013 -5.461
H 5.418 -5.533 -5.201
H 5.210 -4.033 -6.120
H 4.514 -5.461 -6.700
C 4.322 3.334 -1.886
C 3.670 2.196 -1.037
O 3.796 2.326 0.193
O 3.006 1.301 -1.592
H 5.242 2.935 -2.300
H 4.491 4.179 -1.237
H 3.612 3.685 -2.702
C -1.344 -3.598 2.847
C -1.942 -2.424 3.556
O -1.743 -1.220 3.316
O -2.752 -2.782 4.554
H -2.145 -4.047 2.262
H -0.980 -4.250 3.654
H -0.424 -3.304 2.311
*
```

DFT total energy = -4973.02397 a.u.
LUMO energy = -0.2041 hartree
energy above the lowest of the compared OMol25 structures with the same formula, charge and spin = 28.5 kJ/mol
HOMO energy = -11.06 eV



A molecular structure, C3HCdO2 at a distorted geometry, computed with ωB97M-V with the def2-TZVPD basis set.

The geometry in ORCA input format:
```
! RIJCOSX wB97M-V def2-TZVPD def2/J DEFGRID3
* xyz 1 1
C 0.078 -1.241 0.000
H 0.323 -2.110 -0.599
C 0.255 -0.242 0.760
O -1.661 0.042 -0.264
C -0.779 0.783 0.331
Cd 2.017 0.955 -0.096
O -0.232 1.814 -0.131
*
```

DFT total energy = -432.59379 a.u.
LUMO energy (alpha / beta) = -0.2870 / -0.2988 hartree
energy above the lowest of the compared OMol25 structures with the same formula, charge and spin = 364.4 kJ/mol
HOMO energy (alpha / beta) = -16.17 / -13.67 eV



2 unconnected molecules or ions with the total composition C5H9ClN2 at a distorted geometry, computed with ωB97M-V with the def2-TZVPD basis set.

The geometry in ORCA input format:
```
! RIJCOSX wB97M-V def2-TZVPD def2/J DEFGRID3
* xyz 0 1
C 1.483 -0.815 2.592
C 0.457 -1.370 -0.005
C -1.266 0.149 1.038
C 0.669 1.152 -0.301
C 0.232 -0.052 0.673
N 1.943 -1.619 3.351
N 1.032 0.066 1.806
Cl 0.191 3.420 2.074
H 1.090 -1.864 0.764
H -0.506 -1.878 -0.129
H 1.045 -1.292 -0.928
H -1.644 -0.553 1.750
H -1.638 0.187 0.014
H -1.411 1.160 1.612
H 1.826 1.004 -0.324
H 0.194 1.001 -1.327
H 0.548 2.148 0.098
*
```

DFT total energy = -765.45341 a.u.
LUMO energy (alpha / beta) = -0.0816 / -0.1479 hartree
energy above the lowest of the compared OMol25 structures with the same formula, charge and spin = 463.8 kJ/mol
HOMO energy (alpha / beta) = -9.98 / -10.19 eV